{
  "formula": "C24H56N8O8Pb",
  "method": "ωB97M-V with the def2-TZVPD basis set",
  "total_charge": 2,
  "relative_energy_ev": 5.2602,
  "e_homo_ev": -13.23,
  "symbols": ["Pb", "C", "C", "O", "N", "C", "H", "H", "H", "H", "H", "H", "H", "C", "C", "O", "N", "C", "H", "H", "H", "H", "H", "H", "H", "C", "C", "O", "N", "C", "H", "H", "H", "H", "H", "H", "H", "C", "C", "O", "N", "C", "H", "H", "H", "H", "H", "H", "H", "C", "C", "O", "N", "C", "H", "H", "H", "H", "H", "H", "H", "C", "C", "O", "N", "C", "H", "H", "H", "H", "H", "H", "H", "C", "C", "O", "N", "C", "H", "H", "H", "H", "H", "H", "H", "C", "C", "O", "N", "C", "H", "H", "H", "H", "H", "H", "H"],
  "positions_angstrom": [[-0.6077, 0.3118, 0.3440], [4.3426, -3.5131, 2.7414], [4.0402, -2.2196, 2.0081], [2.8920, -1.9661, 1.7420], [4.9920, -1.3672, 1.5382], [6.3414, -1.2850, 1.8851], [4.2546, -3.3359, 3.8133], [5.2964, -3.9283, 2.4155], [3.6367, -4.3101, 2.5079], [4.6184, -0.5484, 1.0800], [6.9481, -0.8312, 1.1015], [6.8428, -2.2051, 2.1857], [6.3438, -0.6583, 2.7769], [-5.2204, 1.4882, 2.8946], [-4.8004, 2.3219, 1.7068], [-3.6331, 2.2862, 1.3729], [-5.6661, 3.2398, 1.1288], [-5.4251, 4.1414, -0.0242], [-5.3542, 2.1495, 3.7506], [-4.3623, 0.8841, 3.1892], [-6.1949, 0.9999, 2.9054], [-6.6483, 3.1625, 1.3510], [-4.4588, 3.9203, -0.4775], [-5.4063, 5.2131, 0.1738], [-6.0700, 3.8626, -0.8576], [3.9534, 3.7849, 0.3436], [3.8124, 2.5601, -0.5222], [2.8713, 1.8241, -0.3221], [4.8624, 2.3825, -1.3437], [5.0376, 1.2181, -2.2682], [3.7851, 4.7054, -0.2154], [4.8457, 3.7792, 0.9696], [3.0713, 3.8968, 0.9740], [5.6269, 3.0359, -1.4369], [4.3517, 0.3965, -2.0614], [5.9886, 0.6910, -2.1926], [4.9490, 1.6036, -3.2839], [-5.4036, 0.1767, -2.8585], [-4.4918, -0.9847, -2.4984], [-3.4752, -0.8511, -1.8242], [-4.8489, -2.1899, -3.0099], [-4.1941, -3.4720, -2.8325], [-6.0715, 0.0114, -3.7039], [-4.8362, 1.0246, -3.2424], [-5.9474, 0.5671, -1.9984], [-5.6398, -2.1398, -3.6360], [-4.6077, -4.0955, -3.6251], [-4.6014, -3.8722, -1.9041], [-3.1061, -3.4062, -2.8432], [2.4511, -3.2609, -3.4355], [1.3473, -2.2193, -3.5514], [0.8398, -1.7248, -2.5629], [1.0082, -1.8723, -4.7639], [-0.2128, -1.2262, -5.0993], [2.2311, -4.2277, -3.8885], [2.5007, -3.5831, -2.3954], [3.4533, -2.9592, -3.7401], [1.3746, -2.2582, -5.6223], [-0.5411, -0.4903, -4.3653], [-1.0729, -1.8643, -5.3021], [-0.0819, -0.6307, -6.0028], [-0.2629, 5.7119, -1.4924], [-0.0783, 4.4471, -2.3299], [-0.6843, 3.4194, -1.9393], [0.5996, 4.5136, -3.4416], [0.8739, 3.3478, -4.2957], [-0.1515, 5.5458, -0.4209], [-1.3124, 5.9977, -1.4213], [0.3308, 6.5760, -1.7907], [1.2362, 5.2875, -3.5680], [1.7978, 3.4666, -4.8617], [0.0762, 3.2056, -5.0247], [1.1431, 2.4948, -3.6728], [2.8015, 1.8311, 4.6224], [1.3990, 1.1985, 4.6472], [0.5727, 1.3772, 3.7728], [1.2249, 0.4484, 5.7244], [0.0493, -0.3821, 6.0157], [2.7108, 2.8701, 4.3056], [3.3863, 1.4024, 3.8086], [3.3575, 1.8234, 5.5599], [1.9368, 0.3274, 6.4305], [-0.1084, -0.7138, 7.0420], [0.1290, -1.1717, 5.2686], [-0.8804, 0.1268, 5.7608], [-3.5587, -4.0922, 3.1696], [-2.4465, -3.9493, 2.2250], [-2.0528, -2.8101, 2.0428], [-1.8442, -5.0072, 1.7709], [-0.8200, -5.1941, 0.8208], [-3.3837, -4.6300, 4.1013], [-4.2614, -4.7468, 2.6540], [-3.9632, -3.1731, 3.5937], [-2.3925, -5.8247, 1.9969], [-0.9032, -6.1189, 0.2499], [0.1354, -5.4084, 1.2998], [-0.5865, -4.3385, 0.1871]],
  "lowdin_charge": [1.80, 0.01, -0.55, 0.00, 0.00, -0.10, 0.09, 0.08, 0.08, 0.13, 0.09, 0.09, 0.09, 0.00, -0.53, -0.02, 0.02, -0.06, 0.09, 0.08, 0.09, 0.13, 0.07, 0.09, 0.08, -0.01, -0.59, -0.01, 0.03, -0.04, 0.08, 0.09, 0.08, 0.14, 0.07, 0.08, 0.08, 0.00, -0.54, -0.03, 0.00, -0.05, 0.08, 0.08, 0.08, 0.13, 0.09, 0.09, 0.08, 0.01, -0.58, -0.01, 0.02, -0.08, 0.08, 0.08, 0.09, 0.16, 0.08, 0.09, 0.09, 0.00, -0.55, -0.05, 0.03, -0.04, 0.08, 0.09, 0.08, 0.15, 0.08, 0.09, 0.08, 0.01, -0.57, -0.01, 0.02, -0.04, 0.08, 0.07, 0.08, 0.14, 0.09, 0.08, 0.08, 0.00, -0.61, -0.01, 0.03, -0.07, 0.09, 0.09, 0.09, 0.15, 0.09, 0.09, 0.09]
}



{
  "formula": "C34H50BFN11S3Ti",
  "method": "ωB97M-V with the def2-TZVPD basis set",
  "total_charge": -1,
  "relative_energy_ev": 0.0996,
  "spin_multiplicity": 3,
  "e_homo_ev": [-2.64, -3.81],
  "symbols": ["Ti", "C", "C", "C", "C", "N", "C", "C", "N", "B", "N", "C", "C", "N", "C", "S", "C", "C", "C", "C", "N", "C", "C", "N", "C", "S", "C", "C", "C", "C", "C", "S", "H", "H", "H", "H", "H", "H", "H", "H", "H", "H", "H", "H", "H", "H", "H", "H", "H", "H", "H", "H", "H", "H", "H", "H", "H", "H", "H", "H", "H", "H", "H", "H", "H", "H", "C", "C", "C", "C", "N", "C", "N", "N", "N", "H", "H", "H", "H", "H", "H", "H", "H", "H", "H", "C", "C", "C", "C", "C", "C", "C", "C", "N", "H", "H", "H", "H", "H", "H", "F"],
  "positions_angstrom": [[0.3700, -0.4977, 0.3855], [0.8436, 5.2628, 1.3011], [-0.1875, 4.9018, 0.2350], [-0.8888, 6.1816, -0.2069], [0.4451, 4.2449, -0.9899], [-1.1999, 3.9751, 0.8152], [-2.5589, 4.2304, 0.9069], [-3.1369, 3.1256, 1.4184], [-2.1582, 2.1901, 1.6367], [-2.4780, 0.7756, 2.1581], [-1.6716, 0.5202, 3.4877], [-2.0191, 1.3688, 4.5154], [-1.1288, 1.2365, 5.5136], [-0.2131, 0.2787, 5.1128], [-0.5598, -0.1635, 3.8622], [0.2513, -1.3919, 2.9967], [1.0055, -0.0868, 5.8873], [0.9681, -1.5646, 6.2648], [1.0252, 0.7294, 7.1800], [2.2521, 0.2821, 5.0832], [-2.3305, -0.3757, 1.1217], [-2.6150, -1.6410, 1.6260], [-3.0561, -2.4034, 0.6204], [-3.0748, -1.6181, -0.5271], [-2.7218, -0.3434, -0.1985], [-2.8298, 1.0455, -1.1685], [-3.4717, -2.2355, -1.8222], [-2.6455, -3.5159, -1.9940], [-3.2138, -1.3503, -3.0367], [-4.9652, -2.5523, -1.7541], [-0.9705, 2.7231, 1.2812], [0.5292, 1.9044, 1.4597], [1.5673, 5.9606, 0.8755], [1.3727, 4.3850, 1.6563], [0.3553, 5.7500, 2.1473], [-0.1302, 6.8482, -0.6173], [-1.3699, 6.6983, 0.6244], [-1.6251, 6.0001, -0.9888], [1.1453, 4.9475, -1.4450], [-0.3235, 3.9966, -1.7218], [0.9714, 3.3302, -0.7369], [-2.9919, 5.1563, 0.5895], [-4.1681, 2.8964, 1.6012], [-3.6422, 0.8309, 2.4987], [-2.8756, 2.0121, 4.4372], [-1.0760, 1.7249, 6.4654], [0.0773, -1.7836, 6.8563], [1.8452, -1.7894, 6.8751], [0.9770, -2.2057, 5.3905], [0.1689, 0.5142, 7.8200], [1.0680, 1.8005, 6.9874], [1.9253, 0.4546, 7.7286], [2.3233, -0.2780, 4.1562], [3.1333, 0.0761, 5.6936], [2.2406, 1.3454, 4.8394], [-2.3984, -1.8840, 2.6484], [-3.2890, -3.4484, 0.6067], [-1.5828, -3.3032, -1.8791], [-2.8470, -3.9352, -2.9808], [-2.8931, -4.2831, -1.2627], [-2.1915, -0.9820, -3.0645], [-3.8603, -0.4805, -3.0697], [-3.3962, -1.9755, -3.9151], [-5.1880, -3.2553, -0.9515], [-5.2922, -2.9972, -2.6954], [-5.5356, -1.6399, -1.5801], [1.5198, -2.8226, -4.9414], [1.4008, -1.5119, -5.7068], [2.7145, -0.7457, -5.7271], [0.2667, -0.6461, -5.1736], [0.4939, -0.1926, -3.8030], [0.3127, -0.8111, -2.6320], [0.5470, 0.0379, -1.6695], [0.8956, 1.2060, -2.2680], [0.8612, 1.0745, -3.5412], [2.2957, -3.4559, -5.3689], [0.5804, -3.3775, -4.9565], [1.8041, -2.6597, -3.8988], [1.1135, -1.7464, -6.7402], [3.0200, -0.4764, -4.7155], [2.6351, 0.1754, -6.3062], [3.5121, -1.3532, -6.1560], [-0.6870, -1.1807, -5.1705], [0.1445, 0.2724, -5.7473], [0.0273, -1.8368, -2.4806], [2.6961, -0.6596, 0.6027], [3.2497, -1.4920, -0.4135], [3.8742, -0.9568, -1.5723], [4.4135, -1.7587, -2.5526], [4.3389, -3.1509, -2.4525], [3.6869, -3.7142, -1.3440], [3.1615, -2.9090, -0.3646], [4.8752, -3.9846, -3.4837], [5.2951, -4.6640, -4.3180], [3.0883, 0.3619, 0.5684], [2.7679, -1.0829, 1.6069], [3.9556, 0.1220, -1.6591], [4.9163, -1.3057, -3.3995], [3.5989, -4.7897, -1.2584], [2.6384, -3.3606, 0.4715], [-0.1039, -2.3279, -0.1890]],
  "lowdin_spin": [1.75, 0.00, 0.00, 0.00, 0.00, 0.00, 0.00, 0.00, 0.00, 0.00, 0.00, 0.00, 0.00, 0.00, 0.00, 0.01, 0.00, 0.00, 0.00, 0.00, 0.01, 0.00, 0.00, 0.00, 0.01, 0.02, 0.00, 0.00, 0.00, 0.00, 0.01, 0.03, 0.00, 0.00, 0.00, 0.00, 0.00, 0.00, 0.00, 0.00, 0.00, 0.00, 0.00, 0.00, 0.00, 0.00, 0.00, 0.00, 0.00, 0.00, 0.00, 0.00, 0.00, 0.00, 0.00, 0.00, 0.00, 0.00, 0.00, 0.00, 0.00, 0.00, 0.00, 0.00, 0.00, 0.00, 0.00, 0.00, 0.00, 0.00, 0.01, 0.03, 0.02, 0.02, 0.01, 0.00, 0.00, 0.00, 0.00, 0.00, 0.00, 0.00, 0.00, 0.00, 0.00, 0.02, 0.00, 0.00, 0.00, 0.00, 0.00, 0.00, 0.00, 0.00, 0.00, 0.01, 0.00, 0.00, 0.00, 0.00, 0.03]
}



{
  "formula": "C7H13N3O2",
  "method": "ωB97M-V with the def2-TZVPD basis set",
  "relative_energy_ev": 5.5031,
  "smiles": "CC1(C)C=[N+]([O-])C(C)(C)N1N=O",
  "e_homo_ev": -9.04,
  "symbols": ["C", "C", "C", "C", "N", "O", "C", "C", "C", "N", "N", "O", "H", "H", "H", "H", "H", "H", "H", "H", "H", "H", "H", "H", "H"],
  "positions_angstrom": [[-1.5736, 1.0630, -1.2577], [-0.9094, 0.7389, 0.0788], [-1.8674, 0.8606, 1.2483], [0.2843, 1.6015, 0.2761], [1.4021, 0.8758, 0.2570], [2.5916, 1.2308, 0.5894], [1.1120, -0.5539, -0.0010], [1.5511, -1.5450, 1.1048], [1.6872, -0.8594, -1.3921], [-0.3630, -0.5906, 0.1292], [-0.9735, -1.7101, -0.1125], [-2.2321, -1.7175, -0.1687], [-1.6346, 2.2344, -1.2734], [-2.5891, 0.6540, -1.2819], [-0.8796, 0.5696, -1.9966], [-2.2389, 1.9449, 1.2778], [-1.2557, 0.6018, 2.1496], [-2.6650, 0.1287, 1.0696], [0.2040, 2.6756, 0.4131], [2.4973, -1.1376, 1.6045], [1.8551, -2.5318, 0.6216], [0.5981, -1.7276, 1.7131], [1.4895, -0.1112, -2.0927], [1.2430, -1.7385, -1.7929], [2.6665, -0.9563, -1.1635]],
  "nbo_charge": [-0.61, 0.05, -0.61, 0.00, 0.11, -0.52, 0.28, -0.64, -0.62, -0.23, 0.23, -0.43, 0.22, 0.24, 0.22, 0.21, 0.22, 0.25, 0.24, 0.26, 0.23, 0.24, 0.22, 0.23, 0.23]
}



{
  "formula": "C2H3N2OPS",
  "method": "ωB97M-V with the def2-TZVPD basis set",
  "relative_energy_ev": 2.8686,
  "e_homo_ev": [-8.60, -8.60],
  "symbols": ["C", "C", "N", "N", "O", "P", "S", "H", "H", "H"],
  "positions_angstrom": [[0.4428, -2.2037, 0.5185], [-0.0495, -0.2355, 0.5058], [-0.2933, -1.3891, 1.1106], [0.6899, -0.0997, -0.5432], [-1.3156, 1.2238, 0.4455], [-1.1301, 2.3836, -0.5421], [1.3250, -1.6526, -0.8399], [0.6963, -3.1720, 0.8164], [-0.2002, 1.8620, -1.4777], [-0.1653, 3.2832, 0.0061]],
  "nbo_charge": [-0.10, 0.63, -0.46, -0.63, -0.87, 0.77, 0.60, 0.21, -0.06, -0.11]
}